Entry from the Open Molecules 2025 dataset: the molecule C5H7FN2O2 at a distorted geometry (ωB97M-V/def2-TZVPD).

Results
Kohn-Sham gap = 10.8589 eV
ΔE to the lowest compared entry with this formula, charge and spin = 0.0 kcal/mol
Highest occupied orbital energy = -0.3761 hartree
Total charge = 0

Cartesian coordinates (Å):
H: -2.6722 2.3699 -0.1370
O: -3.8977 -0.0138 -0.0922
O: -0.0499 2.4332 0.0706
N: -1.6538 -0.6188 0.4669
F: -1.7897 -1.9314 0.0504
C: -0.3788 0.0017 0.1657
C: 0.1822 -0.4093 -1.2028
H: 0.2262 0.0743 2.2375
H: 0.8000 -1.3473 1.3629
N: -2.1479 1.5131 -0.0192
C: 0.6191 -0.2760 1.2871
H: -0.6139 -0.5003 -1.9416
H: 0.6897 -1.3676 -1.1191
C: -2.7572 0.2780 0.0563
H: 1.5609 0.2236 1.0811
C: -0.7752 1.4823 0.0831
H: 0.8876 0.3427 -1.5501